(1)
# C36H53ClF19N3O16P

A cluster of 6 separate species, C36H53ClF19N3O16P in total (ωB97M-V/def2-TZVPD, the OMol25 dataset).

Calculated values
- Energy: -148848.55166 eV
- Gap between HOMO and LUMO: 7.73 eV
- HOMO level: -12.8 eV
- Charge: +1
- Molecular weight: 1211.2 g/mol

Atoms and positions in Å:
C1 -0.797 1.257 -1.021
H1 4.334 -1.125 4.583
H2 3.245 6.318 -1.189
C2 3.813 -0.055 4.667
C3 0.218 2.370 1.300
H3 6.646 -6.032 -2.369
C4 -8.267 -3.153 -1.777
H4 -0.626 1.917 3.479
H5 0.225 3.645 3.318
F1 -6.199 3.987 7.416
N1 2.109 0.716 0.463
H6 -2.827 3.486 -0.448
H7 2.174 2.150 3.786
C5 1.155 -0.441 0.660
H8 2.518 -2.275 -2.376
C6 5.912 -6.911 -0.526
H9 -0.724 -1.254 2.985
N2 -0.230 -0.126 1.181
H10 -3.679 -1.686 1.790
C7 2.114 1.311 2.961
H11 6.251 -4.855 -1.103
F2 5.645 6.226 -7.022
H12 -5.280 7.375 4.267
F3 0.165 -1.323 -4.533
O1 -1.624 -4.270 -4.132
C8 -3.206 -0.838 3.906
H13 -8.053 -2.897 -2.819
C9 2.879 4.355 2.014
O2 -5.331 5.629 5.419
C10 2.840 3.092 0.971
O3 3.539 -3.801 0.094
C11 1.807 1.867 1.445
F4 4.249 2.593 0.797
O4 7.483 -8.521 -2.019
H14 -2.900 6.517 6.027
H15 2.315 4.188 3.025
H16 -7.492 -4.476 -0.232
H17 -3.296 1.912 -1.487
H18 -4.105 6.126 3.863
C12 -3.553 7.277 5.589
C13 4.934 5.322 -6.290
F5 -3.153 -3.676 -0.544
H19 -2.933 3.557 -2.334
F6 3.660 5.361 -6.777
O5 -1.139 -1.063 0.860
F7 2.463 3.656 -0.375
H20 -4.019 7.813 6.423
H21 -0.896 -2.936 2.025
H22 -2.886 2.887 2.360
C14 -4.600 6.632 4.698
F8 4.438 -9.934 -2.899
O6 -6.612 7.273 6.379
F9 4.332 4.559 2.375
C15 3.447 0.366 3.094
H23 -7.453 -5.137 -1.865
C16 3.324 6.258 -2.278
C17 -2.892 -1.870 2.640
O7 -5.947 -3.813 -1.478
F10 -7.852 5.307 7.942
C18 -1.326 -1.833 2.134
C19 -2.605 2.855 -1.427
F11 1.147 -2.753 -3.211
C20 -7.309 -4.222 -1.282
N3 1.633 -1.712 0.359
H24 -2.583 -4.248 -6.602
C21 -7.056 4.918 6.906
F12 6.411 -10.757 -3.322
H25 -3.788 -1.442 4.752
O8 -1.165 2.587 -1.571
H26 3.179 -0.670 2.565
H27 4.614 0.649 5.156
H28 -1.878 1.273 0.986
H29 0.983 -2.542 0.513
H30 3.858 7.145 -2.635
Cl1 2.302 -0.316 5.727
O9 -6.080 -2.517 0.412
C22 -0.432 2.840 2.747
H31 1.188 0.627 3.277
H32 0.295 -5.110 -7.222
H33 -1.574 -3.569 -7.872
F13 -3.504 -1.563 -0.138
F14 5.428 4.094 -6.618
H34 2.319 6.298 -2.710
H35 2.101 1.086 -0.521
C23 -1.929 3.565 2.574
H36 4.962 -5.672 -2.020
F15 -7.865 4.251 6.034
H37 3.490 4.118 -2.303
C24 -6.330 6.086 6.239
C25 6.315 -8.856 -1.839
H38 0.188 0.937 -1.566
F16 2.474 5.609 1.294
O10 -2.093 4.906 2.615
C26 -0.505 -4.867 -6.515
H39 -8.165 -2.230 -1.197
H40 4.423 0.835 2.652
H41 0.114 3.312 0.585
C27 -1.755 -4.473 -7.282
H42 -2.945 7.985 5.021
O11 4.441 -1.275 0.363
H43 -3.126 -2.960 3.064
C28 -3.974 -2.630 -0.844
C29 -0.746 1.193 0.616
O12 5.415 -8.127 -1.105
C30 5.000 5.587 -4.786
H44 5.051 4.934 -2.291
C31 -0.688 -3.578 -4.523
H45 -0.671 -5.759 -5.900
H46 -3.903 0.058 3.616
H47 -2.068 -5.278 -7.952
O13 -0.035 -3.774 -5.712
F17 -3.755 -2.339 -2.159
C32 5.946 -5.800 -1.560
C33 -0.061 -2.417 -3.750
P1 3.252 -2.089 -0.284
H48 -2.234 -0.427 4.424
F18 -0.834 -1.987 -2.714
C34 4.034 4.983 -2.696
O14 5.809 6.322 -4.227
O15 4.047 4.854 -4.125
H49 -1.637 0.498 -1.399
H50 -9.302 -3.495 -1.700
H51 5.224 -6.638 0.280
C35 5.672 -10.143 -2.356
H52 2.595 -4.192 0.123
O16 3.392 -1.903 -2.028
C36 -5.440 -2.945 -0.545
H53 6.895 -7.071 -0.070
F19 5.500 -11.064 -1.364

Force components x, y, z for each atom (eV/Å):
-1.0 -0.6 -1.2
-1.2 2.4 0.3
0.0 -0.1 -0.1
1.3 -1.0 -1.4
-1.2 1.0 -0.2
0.0 0.0 0.2
0.2 0.4 0.0
0.5 1.9 -1.6
-1.4 -1.8 -1.3
-0.4 1.0 -0.6
-2.9 -1.1 1.1
0.5 -1.5 -1.8
-0.2 -1.5 -1.9
0.0 1.8 -0.8
1.7 0.7 0.0
0.3 0.7 0.2
-1.2 -1.4 -2.0
4.4 1.3 -3.4
1.9 -0.3 1.9
0.1 -0.5 0.8
0.0 -0.1 0.0
-0.6 -0.8 1.3
0.0 -0.2 0.3
-0.3 -1.4 0.7
2.3 2.1 -0.3
-0.4 -0.4 0.6
-0.1 -0.2 0.1
2.6 2.1 -0.6
-1.6 -0.1 1.1
1.5 0.3 -1.5
-4.2 3.3 -1.0
0.0 0.2 -0.2
-4.6 1.2 0.5
-2.8 -1.2 0.2
0.0 0.0 -0.2
1.0 0.7 -2.2
0.2 0.2 -0.1
1.5 1.5 0.3
-0.2 -0.2 0.3
-0.1 0.0 0.4
0.0 -0.1 -2.7
-0.9 0.7 0.0
0.9 -1.6 2.0
0.9 0.0 0.8
-0.3 -2.6 2.1
0.8 -2.2 3.8
0.0 0.0 -0.2
-0.9 2.4 0.0
2.0 1.3 0.6
0.5 0.6 -0.4
1.0 0.3 0.5
0.3 -3.0 0.0
-4.4 -0.5 -0.9
-0.4 -0.9 0.6
0.4 0.2 0.0
0.0 0.3 -0.2
-0.6 -0.5 0.9
1.6 1.3 1.2
1.0 0.1 -1.2
-1.1 -0.9 2.0
-1.2 1.5 -0.5
-0.7 -0.5 -0.3
-1.1 -0.2 0.0
-1.8 0.9 0.3
0.1 -0.2 -0.1
-1.3 -1.8 1.4
-0.4 1.1 1.1
1.3 1.4 -1.9
-0.9 -2.1 1.5
0.9 2.4 1.0
-2.1 -1.1 -0.7
2.7 -0.2 -0.6
0.7 1.7 -0.3
0.0 -0.2 0.1
1.3 0.4 -0.9
2.1 -0.6 -1.9
-1.0 0.4 0.7
2.0 1.6 -0.7
0.1 0.3 0.3
0.1 -0.2 0.0
-0.9 -0.8 -1.0
-0.3 0.9 0.7
0.1 -0.1 0.1
0.1 -0.8 1.0
-0.2 5.8 -0.4
0.0 0.0 0.2
0.8 0.8 0.3
0.2 0.1 -0.5
1.1 2.8 -1.3
1.9 2.4 0.9
-1.7 0.8 1.2
1.0 -4.0 2.5
1.2 -8.6 -0.2
-0.4 -0.8 -0.7
-0.1 -0.2 0.0
-2.1 -0.9 0.6
0.5 -2.0 1.4
-0.2 0.3 0.2
-0.1 -0.1 0.0
-5.2 -3.0 -2.3
0.7 2.3 -1.1
2.1 0.4 -1.0
0.4 1.9 0.4
0.7 -1.4 -0.9
0.7 0.8 3.1
-0.1 0.1 -0.3
-1.4 -3.0 -1.7
0.0 0.3 0.1
1.5 -1.7 0.4
0.1 0.1 0.1
-0.4 1.0 2.3
-0.6 -0.3 1.2
0.1 -0.1 -0.4
-0.2 2.5 0.3
8.1 1.0 0.2
-1.8 -0.8 -1.1
0.6 -0.8 -0.9
-0.1 0.2 0.8
-1.8 -1.7 -1.8
1.2 0.6 -1.4
1.8 1.4 1.0
0.2 0.0 0.0
0.0 -0.4 -0.2
-0.9 -2.3 -1.1
2.2 0.1 -0.1
-3.0 -1.3 4.3
-3.3 -0.8 0.7
-0.1 -0.1 -0.3
0.3 1.1 -0.5

=====

(2)
# C36H54AsFIrN7O3Si3

A structure of composition C36H54AsFIrN7O3Si3 (ωB97M-V/def2-TZVPD, the OMol25 dataset).

Calculated values
- ⟨S²⟩: 1.12
- Energy: -144802.15094 eV
- 2S+1: 2
- Gap between HOMO and LUMO (spin up / spin down): 5.04 / 5.04 eV
- HOMO level (spin up / spin down): -8.3 / -8.3 eV
- Charge: +1
- Molecular weight: 1003.3 g/mol

Atoms and positions in Å:
Si1 1.560 -4.019 1.860
H1 -6.470 3.604 0.804
H2 3.284 -6.394 -0.865
H3 -2.072 -3.139 1.911
H4 -7.664 1.615 2.315
H5 -2.484 -4.868 1.936
H6 -2.215 -2.648 -2.084
C1 -5.502 3.872 0.403
C2 5.485 4.696 0.316
C3 -5.853 7.501 0.852
H7 2.481 -6.287 1.489
C4 3.896 2.865 0.322
H8 -7.569 6.212 1.809
H9 3.154 -2.536 -2.287
Si2 -1.543 -4.218 -0.267
C5 2.002 6.237 -0.061
C6 -3.014 4.617 -0.597
C7 3.539 0.310 -0.341
H10 -0.741 -6.334 -1.327
H11 -3.533 -3.702 1.112
H12 3.914 -0.622 0.068
H13 -2.196 -4.330 -2.648
H14 0.018 -5.309 -3.313
C8 -6.091 1.121 0.812
H15 -5.003 7.406 1.523
C9 1.680 -5.875 2.105
H16 3.528 0.380 -1.422
F1 -3.775 6.831 -0.749
N1 6.335 2.492 0.588
H17 -6.785 1.250 -0.010
N2 -4.750 1.561 0.486
Si3 1.855 -4.579 -1.796
C10 4.418 5.639 0.179
H18 3.899 -3.625 1.093
H19 0.022 -2.351 2.872
H20 2.107 0.330 1.166
H21 -5.562 8.149 0.025
H22 3.320 -2.251 2.043
H23 1.580 -6.861 -0.801
H24 -2.044 4.897 -0.989
H25 0.754 -6.387 1.842
H26 0.347 -3.583 -3.496
H27 -7.546 5.318 -1.018
N3 6.356 0.071 1.157
H28 1.908 -6.110 3.150
C11 -2.179 2.299 -0.427
C12 3.414 -3.581 -2.103
H29 -9.023 7.693 -0.204
H30 3.963 -3.958 -2.970
H31 4.086 -3.616 -1.242
H32 6.504 5.059 0.384
N4 2.347 0.892 0.351
H33 1.146 -2.986 4.083
C13 3.629 1.532 0.447
H34 -5.433 -0.530 2.147
C14 2.810 3.839 0.130
C15 -2.485 0.962 -0.055
H35 1.360 5.953 -0.897
C16 6.296 1.194 0.899
C17 -2.493 -3.960 1.332
C18 -1.499 -0.201 -0.081
C19 -8.610 6.783 0.222
H36 -3.985 -0.364 0.580
H37 -6.853 8.415 2.608
C20 -6.299 -0.046 1.718
H38 -7.112 6.997 -1.358
C21 5.244 3.367 0.394
C22 -3.999 5.543 -0.413
C23 -3.257 3.280 -0.280
C24 -5.247 5.197 0.120
C25 -3.752 0.667 0.351
H39 -0.247 -3.949 3.574
H40 1.373 6.245 0.832
C26 2.334 -6.352 -1.402
H41 -3.535 -3.740 -1.655
H42 -8.875 7.220 2.287
C27 -6.625 1.337 2.201
N5 1.606 3.425 -0.136
H43 -9.391 6.029 0.280
N6 -8.132 7.061 1.613
O1 -1.957 -1.320 0.107
As1 0.661 -3.343 -0.197
Ir1 0.699 1.864 -0.307
H44 7.248 2.916 0.623
H45 -7.469 8.986 1.049
C28 0.521 -3.255 3.228
N7 -6.257 6.170 0.395
O2 -0.268 0.058 -0.275
O3 -1.083 2.684 -0.904
C29 0.812 -4.561 -3.357
H46 -0.917 -6.549 0.417
C30 -7.079 8.125 1.585
C31 -1.366 -6.091 -0.466
H47 -2.341 -6.567 -0.622
C32 3.305 -3.341 1.964
H48 2.456 -6.914 -2.333
H49 2.387 7.242 -0.229
H50 4.662 6.694 0.142
H51 -5.953 1.775 2.928
H52 -7.112 -0.714 1.477
H53 3.808 -3.738 2.850
C33 -2.455 -3.676 -1.814
H54 1.424 -4.776 -4.238
C34 3.126 5.256 0.093
C35 -4.518 2.897 0.197
C36 -7.359 6.286 -0.563

Force components x, y, z for each atom (eV/Å):
-0.1 -0.2 -0.1
0.0 0.0 0.1
0.0 0.0 0.0
0.0 0.0 0.0
0.0 0.0 0.0
0.0 0.0 0.0
0.0 0.0 0.0
-0.1 0.0 0.0
-0.1 0.3 0.0
-0.1 -0.1 0.0
0.0 0.0 0.0
0.1 0.2 0.2
-0.2 -0.1 0.4
0.0 0.0 0.0
0.5 -0.8 0.0
0.0 -0.1 0.0
0.1 0.1 0.0
0.4 -0.1 0.2
0.0 0.0 0.0
0.0 0.0 0.0
-0.1 0.0 0.0
0.0 0.0 0.0
0.0 0.0 0.0
0.0 0.1 0.0
0.0 0.0 0.0
0.0 0.0 0.1
0.0 0.1 0.0
0.0 -0.1 0.0
0.0 -0.1 -0.1
0.0 -0.1 0.0
-0.1 0.0 0.0
-0.1 0.0 0.0
0.3 0.0 -0.1
0.0 0.0 0.0
0.0 0.0 0.0
0.1 0.0 0.0
0.0 0.0 0.0
0.0 0.0 0.0
0.0 0.0 0.0
0.0 0.0 0.0
0.0 0.0 0.0
0.0 0.0 0.0
0.0 0.0 0.0
0.0 -0.1 0.0
0.0 0.0 0.0
0.1 -0.1 -0.3
0.0 0.0 0.0
0.0 0.0 0.1
0.0 0.0 0.0
0.0 0.0 0.0
0.0 0.0 0.0
-0.4 0.1 -0.1
0.0 0.0 0.0
-0.3 -0.1 -0.3
0.0 0.0 0.0
0.4 0.1 0.2
0.2 0.0 0.2
0.0 0.0 0.0
0.1 0.1 0.0
0.0 0.3 0.0
-0.1 -0.1 0.1
0.0 -0.1 -0.1
0.0 0.0 -0.1
0.0 0.0 0.0
0.0 0.0 0.0
0.0 0.0 0.0
-0.1 -0.2 -0.2
0.0 0.1 0.0
0.0 -0.1 -0.1
0.1 0.1 0.0
0.0 0.0 -0.1
0.0 0.0 0.0
0.0 0.0 0.0
0.0 0.0 0.0
0.0 0.0 0.0
0.0 0.0 0.0
0.0 0.0 0.1
-0.2 -0.1 -0.3
0.0 0.0 0.0
0.3 0.0 -0.4
-0.3 0.1 0.1
0.0 0.3 0.0
0.3 -0.3 0.1
0.0 0.0 0.0
-0.1 0.0 0.0
-0.1 0.0 0.0
-0.1 0.1 -0.1
0.2 0.2 -0.2
-0.3 0.5 0.3
0.0 0.0 0.0
0.0 0.0 0.0
0.1 0.0 0.0
-0.2 0.0 0.0
0.0 0.0 0.0
0.0 0.1 0.0
0.0 0.0 0.0
0.0 0.0 0.0
0.0 0.0 0.0
0.0 0.0 0.0
0.0 0.0 0.0
0.0 0.0 0.0
0.0 0.3 0.0
0.0 0.0 0.0
-0.2 -0.2 0.1
0.0 0.0 0.0
0.1 0.1 0.1